No. 1
A structure of composition C22H30BrF6N5O2SbSr. Source: the OMol25 dataset; level of theory: ωB97M-V with the def2-TZVPD basis set.

Geometry as XYZ:
```
68
Properties=species:S:1:pos:R:3:forces:R:3
Sr -0.261991 -1.591335 1.401526 -1.361 4.976 -4.576
O -2.382612 3.859268 0.785153 0.329 0.179 0.109
C -3.078858 2.807449 1.327776 -0.359 -0.411 0.128
C -4.114726 3.108004 2.202346 0.102 0.196 -0.176
C -4.854197 2.090349 2.776431 0.041 -0.067 -0.010
C -4.574871 0.763913 2.473249 -0.043 -0.082 0.031
C -3.531872 0.463619 1.613773 0.120 0.092 0.088
C -2.755630 1.473958 1.060052 0.254 0.155 0.011
C -1.555719 1.131643 0.188697 -0.655 -0.465 -0.654
O -1.302495 -0.185469 0.021333 -0.691 1.065 -0.892
N -0.371797 1.805066 0.808905 0.594 0.193 0.158
N 0.811797 1.459260 0.440561 -0.529 -0.358 -0.163
C 1.848386 2.152925 0.847449 0.707 0.448 0.323
C 3.152811 1.812685 0.418623 -0.714 -0.389 -0.116
Br 3.387448 0.021711 -0.158905 0.180 0.142 -0.030
C 4.247109 2.650385 0.391426 0.230 0.256 0.139
C 4.255182 4.071943 0.503559 -0.089 0.057 -0.082
C 5.477983 4.701352 0.834368 0.038 -0.118 0.036
C 5.547967 6.066194 0.982802 0.054 0.076 0.051
C 4.412737 6.849730 0.781311 0.008 -0.121 0.011
C 3.208382 6.258539 0.399412 0.003 0.058 0.000
C 3.132043 4.894800 0.241570 -0.002 -0.109 0.025
H -2.033035 3.649472 -0.086604 -0.188 -0.040 -0.103
H -4.335160 4.149154 2.398004 -0.019 -0.012 0.023
H -5.662788 2.334710 3.451236 -0.003 -0.001 0.005
H -5.166444 -0.027585 2.912238 -0.006 -0.008 -0.029
H -3.291352 -0.558833 1.351270 -0.093 -0.035 0.052
H -1.699778 1.607710 -0.806987 0.229 0.248 0.186
H -0.511958 2.605457 1.428389 -0.077 0.083 -0.048
H 1.742313 2.980023 1.550308 -0.058 0.139 -0.183
H 5.218484 2.188134 0.253496 -0.025 -0.073 0.038
H 6.356656 4.090932 1.001666 0.004 0.004 -0.011
H 6.484645 6.533288 1.253301 0.001 -0.007 0.003
H 4.475335 7.923710 0.893052 -0.010 0.007 -0.004
H 2.345403 6.878413 0.199048 0.007 -0.009 -0.039
H 2.231876 4.457657 -0.163734 -0.076 -0.030 0.032
N -2.377037 -4.278278 -1.691077 0.044 0.613 -0.180
C -1.458857 -4.571747 -2.815751 0.149 0.161 -0.022
C -1.462947 -3.457706 -3.889206 -0.339 0.029 0.472
C -0.915891 -2.111681 -3.376470 0.428 -0.598 -0.332
N -1.847621 -1.554763 -2.347610 -0.390 -1.045 0.848
C 0.507478 -2.300265 -2.838612 -0.133 -0.059 0.363
C 0.744594 -3.493990 -1.886618 -0.151 0.061 -0.173
N 0.531878 -3.099618 -0.456728 0.245 -0.669 -0.720
C -0.035343 -4.759055 -2.299744 0.018 0.070 0.113
H -3.341248 -4.441945 -1.968461 0.051 -0.024 0.042
H -2.148353 -2.409771 -1.746514 0.285 0.871 -0.468
H -2.192074 -4.895949 -0.906813 -0.039 0.017 -0.070
H -1.759457 -5.505604 -3.296861 0.071 0.022 -0.099
H -2.467068 -3.333435 -4.304565 0.009 0.013 -0.013
H -0.823523 -3.796617 -4.704721 -0.024 0.088 -0.070
H -0.878808 -1.393601 -4.196404 -0.008 -0.002 0.043
H -2.693912 -1.203297 -2.789217 -0.060 0.056 -0.026
H -1.467246 -0.813422 -1.711946 -0.029 -0.336 0.188
H 0.831909 -1.385422 -2.334840 0.129 0.019 -0.095
H 1.149017 -2.449020 -3.708575 -0.038 0.112 -0.043
H 1.796327 -3.767294 -1.996628 -0.009 0.081 0.040
H 1.460238 -2.911599 -0.077885 0.026 -0.105 -0.065
H 0.233380 -3.930587 0.052097 0.067 -0.074 -0.018
H -0.044256 -5.472979 -1.469977 0.104 -0.019 -0.023
H 0.529800 -5.239869 -3.099220 0.037 -0.007 -0.007
F 1.437230 -2.519954 2.268415 1.851 -1.455 1.568
Sb 0.218119 -3.381562 3.600016 0.174 -1.165 0.187
F 1.433726 -2.958110 4.913266 -0.011 -0.165 0.097
F 0.878270 -4.972689 2.889777 -0.012 0.143 0.501
F -1.158596 -4.032580 4.628313 0.067 -0.037 0.169
F -1.028228 -3.470112 2.007453 -0.393 -2.172 1.391
F -0.502772 -1.565710 3.579003 -0.019 -0.458 2.072
```
Forces are in eV/Å.

Computed properties:
- E_tot: -4724.3768 a.u.
- Relative energy (zero: lowest compared OMol25 entry of this formula, charge and spin): 37.8 kcal/mol
- Total charge: +2
- E_LUMO (alpha / beta): -0.229 / -0.308 Eh
- Multiplicity: 2
- Gap between HOMO and LUMO (alpha / beta): 7.20 / 5.04 eV

No. 2
A structure of composition C22H30CaI2N3O7S. Source: the OMol25 dataset; level of theory: ωB97M-V with the def2-TZVPD basis set.

Geometry as XYZ:
```
66
Properties=species:S:1:pos:R:3:forces:R:3
Ca 0.990005 0.308527 -0.002270 -2.638 0.439 1.509
O 2.254705 3.784927 1.566830 0.199 0.114 0.171
C 2.075505 2.709327 0.727330 0.577 1.406 -0.359
O 1.974905 1.578427 1.225430 1.651 0.873 2.114
C 2.930105 2.894327 -0.531370 0.351 0.678 0.177
O 3.053305 1.707727 -1.261970 -0.375 -0.198 0.111
C 4.048205 0.799727 -0.803670 0.394 -0.370 0.084
C 3.544105 -0.366973 0.091730 1.679 0.202 -0.026
O 4.266605 -0.716073 1.012130 0.429 -0.108 0.369
O 2.470305 -0.918973 -0.266670 2.107 -2.289 -0.664
H 1.861405 3.534027 2.414630 0.036 -0.043 -0.073
H 3.916305 3.246127 -0.185970 -0.122 -0.079 -0.044
H 2.514405 3.657127 -1.200970 0.076 -0.193 0.235
H 4.843505 1.321427 -0.262170 -0.151 0.037 -0.040
H 4.483005 0.349427 -1.707270 -0.098 0.011 0.162
N -0.327395 -3.017173 -0.065970 0.283 0.391 -0.128
C -0.223395 -4.329273 0.586430 0.100 -0.134 0.399
C 0.451605 -4.076573 1.935230 -0.061 -0.176 -0.041
N 1.620105 -3.278573 1.641030 0.296 -0.120 0.365
H 0.484305 -2.459473 0.304730 -0.405 -0.281 -0.141
H -0.213695 -3.100973 -1.082770 -0.075 -0.108 0.073
H 0.406205 -4.978073 -0.027870 -0.118 0.083 -0.055
H -1.201295 -4.795773 0.702230 -0.043 0.066 -0.085
H 0.655305 -5.034073 2.439230 -0.127 0.107 -0.065
H -0.217995 -3.479273 2.561630 0.070 -0.052 0.050
H 2.326705 -3.794373 1.131230 0.077 0.082 0.029
H 2.040105 -2.849473 2.452130 0.029 0.126 -0.073
O 1.390105 0.553027 -3.118270 0.785 0.651 -0.574
C 0.543105 1.148727 -2.402270 -1.586 2.098 -0.408
O -0.213895 0.564627 -1.615170 -1.584 0.701 -2.000
C 0.327705 2.597127 -2.665170 -0.186 0.278 0.018
C 0.229505 2.966227 -4.003470 0.145 -0.081 -0.135
C -0.279095 4.197627 -4.366470 -0.006 0.031 -0.052
C -0.667295 5.090327 -3.375870 0.002 0.021 -0.130
C -0.513695 4.760627 -2.046370 -0.020 -0.088 -0.031
C -0.028895 3.507627 -1.654470 -0.088 0.019 -0.147
S 0.048905 3.180727 0.054030 -0.603 -0.153 0.007
H 0.524205 2.249927 -4.761770 -0.040 0.012 0.031
H -0.402195 4.442527 -5.411070 0.034 0.061 -0.079
H -1.099295 6.044027 -3.644570 0.007 0.105 -0.030
H -0.810495 5.446727 -1.267070 0.029 0.094 0.041
C -3.269095 -2.242373 -1.064470 -0.017 0.059 0.026
N -2.746495 -1.857973 0.237130 -0.468 0.219 -0.038
C -3.519095 -2.458473 1.309030 0.141 -0.108 0.100
C -2.693895 -0.398973 0.408230 0.217 0.190 -0.034
C -1.856495 -0.035173 1.611730 -0.027 -0.075 -0.004
C -2.480195 0.605227 2.674430 -0.184 0.132 -0.084
C -1.754895 0.964427 3.794330 0.002 0.098 0.166
C -0.420695 0.607327 3.858630 0.140 0.143 0.355
C 0.175605 -0.060673 2.801430 -0.179 -0.297 -0.210
C -0.490595 -0.381073 1.606530 -1.149 -0.541 1.036
H -3.248895 -3.329673 -1.152370 0.001 -0.037 -0.077
H -2.641995 -1.812773 -1.843970 0.045 0.000 -0.087
H -4.300995 -1.901573 -1.220370 -0.050 0.024 0.017
H -1.229695 -2.464773 0.163230 0.248 -0.309 -0.021
H -4.562195 -2.115273 1.311830 -0.070 0.025 -0.055
H -3.069695 -2.189773 2.263330 -0.007 -0.025 0.056
H -3.507295 -3.541473 1.198630 -0.056 -0.127 0.038
H -3.712995 0.011427 0.503430 -0.009 -0.073 -0.064
H -2.235895 0.031427 -0.484170 -0.052 -0.063 -0.043
H -3.533995 0.860527 2.618230 -0.063 -0.002 -0.038
H -2.221095 1.525727 4.595430 -0.009 -0.055 0.052
H 0.166605 0.878927 4.728630 0.027 -0.027 0.083
H 1.221305 -0.327873 2.895330 0.236 0.093 0.072
I 1.121305 -1.437773 -2.859270 0.258 -3.149 -1.783
I 0.735805 -4.375273 -3.069970 -0.003 -0.309 -0.028
```
Forces are in eV/Å.

Computed properties:
- E_tot: -3218.5784 a.u.
- Relative energy (zero: lowest compared OMol25 entry of this formula, charge and spin): 114.0 kcal/mol
- Total charge: -1
- E_LUMO: 0.087 Eh
- Multiplicity: 1
- Gap between HOMO and LUMO: 7.25 eV

No. 3
A structure of composition C22H30Cl3F5MgN4O2. Source: the OMol25 dataset; level of theory: ωB97M-V with the def2-TZVPD basis set.

Geometry as XYZ:
```
67
Properties=species:S:1:pos:R:3:forces:R:3
Mg -0.036184 -0.018015 -0.282097 -0.107 0.463 -1.022
C 2.855136 -0.584709 3.775681 -1.058 1.327 -0.203
N 1.919545 -1.035056 2.739479 0.422 -0.768 -1.509
C 1.031003 -2.140810 3.115799 0.354 -0.315 0.416
C 2.594155 -1.443902 1.485312 1.003 0.788 -0.727
C 3.010840 -0.255410 0.578035 0.930 0.478 0.317
N 2.296008 -0.053699 -0.705470 -0.471 1.074 1.925
C 2.637610 -1.051332 -1.693970 -2.278 0.613 -2.054
C 2.756196 1.284814 -1.189250 0.034 -0.831 -0.678
H 3.674563 -1.265486 4.018510 -0.115 -0.214 0.073
H 2.188643 -0.365086 4.625725 0.691 -0.281 0.161
H 3.285685 0.422090 3.502447 -0.248 -1.076 0.026
H 1.588604 -3.094488 3.225579 -0.211 0.296 0.152
H 0.232742 -2.311481 2.391345 0.540 0.259 -0.176
H 0.508118 -1.913744 4.036710 0.106 0.047 0.423
H 1.974230 -2.084644 0.872674 -0.564 -0.181 0.164
H 3.529215 -2.020940 1.634561 -0.397 0.027 0.522
H 4.104162 -0.310928 0.329561 -0.591 -0.090 0.276
H 2.900803 0.693888 1.148196 0.023 -0.572 -0.215
H 3.612043 -0.789968 -2.075181 0.783 -0.785 -0.101
H 1.909180 -0.895714 -2.581247 1.125 -0.176 1.222
H 2.412167 -2.066685 -1.377466 0.587 -0.006 0.239
H 3.851282 1.233015 -1.419141 -0.640 0.094 0.195
H 2.578924 2.057082 -0.429687 -0.123 -0.219 -0.386
H 2.183362 1.461711 -2.111715 0.603 0.341 0.476
N -0.107694 0.838473 1.755844 -0.298 2.203 -1.448
C -0.564011 2.276601 2.042535 0.931 -0.490 1.159
C -2.071787 2.378698 2.015314 -1.405 0.485 1.384
C -2.951318 2.203151 0.757943 0.031 -0.061 -0.125
C -3.283181 0.774642 0.275955 0.491 0.190 0.491
N -2.268455 0.273950 -0.708139 -0.649 0.308 -0.342
H -0.805461 0.316985 2.250641 0.127 -0.902 0.455
H 0.834491 0.639622 2.095796 -0.400 -0.241 0.521
H -0.127772 3.085505 1.446409 0.171 -0.859 -0.393
H -0.206228 2.510774 3.096951 -0.636 -0.217 -1.046
H -2.312235 3.443680 2.349092 0.353 -1.385 -0.034
H -2.488273 1.658347 2.802014 0.415 1.014 -0.731
H -2.481909 2.733195 -0.090857 -0.411 0.130 0.277
H -3.932949 2.678302 1.030307 0.959 -0.243 -0.473
H -4.313631 0.820200 -0.099019 0.315 -0.291 -0.378
H -3.300901 0.086567 1.147050 0.078 0.219 -0.511
H -2.138150 0.936015 -1.500559 -0.216 -0.332 0.861
H -2.645310 -0.561001 -1.166131 0.253 0.066 0.297
Cl -0.741942 5.535313 -5.834414 -0.350 0.241 -0.775
C -0.494925 4.227371 -4.756924 0.344 -0.293 0.881
C -0.230562 4.573492 -3.440499 -0.269 1.103 0.162
C 0.003199 3.612544 -2.493768 0.070 -1.911 -0.392
Cl 0.322792 4.050912 -0.834719 -0.144 0.107 -0.272
C -0.004094 2.181404 -2.810186 0.108 1.080 -1.255
O 0.055676 1.288777 -1.898406 -0.172 -0.666 0.343
C -0.068183 1.896445 -4.255631 -0.906 2.313 2.461
Cl 0.029338 0.334103 -4.856369 0.103 -1.530 -0.096
C -0.454756 2.903201 -5.135720 0.362 -0.168 0.294
H -0.296241 5.645738 -3.184377 0.268 -0.765 0.058
H -0.754167 2.578444 -6.101589 0.089 0.077 -0.904
F -3.058136 -6.369966 1.042321 -0.455 1.010 -0.608
C -2.685621 -5.173140 0.491510 0.396 -0.613 0.582
C -2.689011 -4.011743 1.281189 -1.617 -1.915 1.004
F -3.500814 -3.916144 2.391215 1.058 -0.324 -1.136
C -1.818682 -3.029037 1.004447 1.054 2.259 -0.119
F -1.765657 -1.956592 1.872924 -0.361 -0.360 -0.706
C -0.978245 -2.987994 -0.132805 -0.106 0.182 -0.737
O -0.217265 -1.962501 -0.442600 -0.233 -0.653 0.510
C -1.103418 -4.132757 -0.974137 0.735 0.733 0.406
F -0.279503 -4.269810 -2.015328 0.047 0.298 -0.340
C -1.905499 -5.199002 -0.665518 -0.391 -1.162 0.594
F -1.797544 -6.363265 -1.366154 -0.134 1.068 0.567
```
Forces are in eV/Å.

Computed properties:
- E_tot: -3305.8680 a.u.
- Relative energy (zero: lowest compared OMol25 entry of this formula, charge and spin): 30.7 kcal/mol
- E_LUMO: 0.008 Eh
- Multiplicity: 1
- Gap between HOMO and LUMO: 7.67 eV